Computed, not measured: one molecule with the formula C3H4BrClN2O, with the ωB97M-V functional and the def2-TZVPD basis.

Each line ends with the natural charge from an NBO analysis.
Geometry (Å):
C -0.15452 1.25130 0.67152  0.79
C 0.97761 -0.65678 -0.09081  -0.24
C -0.40681 -0.63884 -0.74382  -0.03
N 0.88359 0.42715 0.85754  -0.62
N -0.82874 0.67811 -0.58510  -0.50
O -0.52383 2.22310 1.24223  -0.56
Cl -2.45915 1.11873 -0.88840  0.18
Br -1.60559 -1.98624 0.21713  -0.12
H 1.18537 -1.60484 0.41221  0.23
H 1.75773 -0.46954 -0.83929  0.21
H -0.43480 -0.97417 -1.77787  0.23
H 1.60912 0.63202 1.52467  0.42

## Properties
Kohn-Sham gap   10.1 eV
Strongest force on any atom   2.5 eV/Å
SMILES   O=C1NC[C@@H](Br)N1Cl
LUMO   0.4 eV
HOMO level   -9.678 eV


Computed, not measured: one molecule with the formula C6H12N2O, with the ωB97M-V functional and the def2-TZVPD basis.

Each line ends with the natural charge from an NBO analysis.
Geometry (Å):
C 0.15986 -0.74107 0.46432  -0.17
C -0.72913 -0.25415 1.60521  -0.61
C -0.98572 0.98551 -1.88271  -0.64
N 1.17794 -1.66873 1.01194  -0.47
C 0.88162 0.44681 -0.20721  0.57
C 0.04012 1.46819 -0.91102  -0.11
N 0.74472 -3.04422 0.94417  -0.67
C 0.30862 2.76093 -0.67452  -0.33
O 2.10916 0.55795 -0.22394  -0.54
H 2.07003 -1.51142 0.51860  0.38
H -0.43250 -1.24122 -0.31125  0.19
H -0.06404 -3.22578 1.54287  0.35
H 0.50592 -3.35066 -0.00136  0.32
H -1.22621 -1.08944 2.11002  0.21
H -1.51055 0.42067 1.24074  0.21
H -0.14833 0.29882 2.35328  0.22
H -1.82894 0.52245 -1.36141  0.22
H -1.37970 1.80365 -2.49492  0.23
H -0.54979 0.24712 -2.56410  0.22
H 1.09426 3.05996 0.01542  0.21
H -0.23733 3.55462 -1.17412  0.20

## Properties
Kohn-Sham gap   9.7 eV
Strongest force on any atom   1.8 eV/Å
SMILES   C=C(C)C(=O)[C@H](C)NN
LUMO   0.7 eV
HOMO level   -8.941 eV


Record order is preserved below.
Energy relative to the best compared isomer or geometry (same formula, charge and spin): 7.6 49.0 kcal per mole